No. 1
Entry from the OMol25 dataset: C43H55MnN7O3S2SeSi2Te as an isolated structure (ωB97M-V with the def2-TZVPD basis set).

Last column: Mulliken charge in e.
Positions of all 115 atoms, in Å:
Mn  0.41  -0.12  -0.73  -0.40
N  -1.83  -2.50  2.00  0.04
C  -1.28  -2.49  3.31  -0.04
C  -2.04  -2.89  4.39  -0.91
C  -1.50  -2.85  5.67  -0.71
C  -0.22  -2.37  5.87  -0.82
C  0.54  -1.94  4.78  -0.59
C  0.01  -2.02  3.50  0.79
S  1.03  -1.58  2.13  -0.09
N  -0.15  -1.24  0.93  0.61
C  -1.34  -1.74  1.00  0.47
C  -2.23  -1.37  -0.14  0.70
C  -3.60  -1.53  -0.10  -1.00
C  -4.35  -1.08  -1.19  -1.21
C  -3.69  -0.49  -2.25  -1.35
C  -2.31  -0.36  -2.19  -0.82
N  -1.58  -0.80  -1.17  1.45
H  -2.75  -2.87  1.90  0.26
H  -3.05  -3.25  4.23  0.45
H  -2.10  -3.19  6.51  0.43
H  0.20  -2.33  6.86  0.46
H  1.54  -1.56  4.94  0.48
H  -4.11  -1.94  0.76  0.46
H  -5.43  -1.19  -1.18  0.56
H  -4.23  -0.12  -3.11  0.61
H  -1.75  0.09  -3.00  0.75
O  -4.78  1.43  4.70  -0.51
C  -4.97  1.78  3.42  0.59
O  -6.05  2.07  3.02  -0.53
C  -3.77  1.77  2.50  0.95
C  -2.50  1.34  2.87  -0.58
C  -1.47  1.29  1.94  -0.97
C  -1.72  1.71  0.63  -0.11
C  -2.98  2.17  0.26  -0.17
C  -4.00  2.19  1.19  -1.33
N  -0.68  1.60  -0.33  2.42
C  -0.46  2.57  -1.14  -0.59
C  0.57  2.38  -2.16  -0.30
C  0.94  3.37  -3.04  -0.89
C  1.98  3.11  -3.93  -0.72
C  2.59  1.87  -3.90  -1.03
C  2.15  0.92  -2.99  -0.49
N  1.15  1.16  -2.14  1.15
H  -3.85  1.30  4.91  0.35
H  -2.27  1.00  3.88  0.05
H  -0.49  0.94  2.21  -0.25
H  -3.17  2.47  -0.76  0.58
H  -4.99  2.52  0.93  0.51
H  -0.99  3.51  -1.08  0.46
H  0.45  4.34  -3.02  0.61
H  2.30  3.86  -4.63  0.50
H  3.40  1.62  -4.57  0.56
H  2.59  -0.07  -2.92  0.50
C  4.89  -0.84  0.82  -0.59
Si  5.12  0.51  2.10  -0.06
C  4.19  0.05  3.66  -0.47
C  6.93  0.77  2.47  -1.03
C  4.43  2.10  1.35  -0.72
Te  2.32  2.07  1.01  -0.24
C  1.77  2.66  2.99  -0.32
Si  1.44  4.51  3.14  0.04
C  -0.10  4.86  2.12  -0.64
C  2.88  5.49  2.48  -1.08
C  1.14  4.89  4.95  -1.09
H  5.06  -1.83  1.27  0.38
H  5.59  -0.73  -0.01  0.47
H  3.88  -0.83  0.42  -0.21
H  4.55  -0.91  4.04  0.44
H  3.12  -0.05  3.45  -0.43
H  4.31  0.79  4.45  0.51
H  7.40  -0.13  2.87  0.34
H  7.08  1.57  3.20  0.32
H  7.48  1.05  1.56  0.32
H  4.88  2.29  0.38  0.60
H  4.60  2.99  1.95  0.35
H  2.56  2.29  3.65  0.47
H  0.86  2.11  3.25  -0.01
H  0.09  4.64  1.07  0.04
H  -0.40  5.91  2.19  0.55
H  -0.95  4.25  2.46  0.13
H  3.11  5.22  1.44  0.32
H  3.78  5.34  3.08  0.33
H  2.65  6.56  2.50  0.39
H  0.32  4.31  5.35  0.33
H  0.91  5.95  5.09  0.35
H  2.03  4.67  5.54  0.33
C  3.01  -3.62  -0.14  -1.01
S  1.70  -3.02  -1.19  0.76
C  2.45  -3.49  -2.74  -0.97
O  1.83  -1.49  -1.14  -0.54
H  3.08  -4.70  -0.29  0.58
H  2.74  -3.41  0.89  0.18
H  3.94  -3.13  -0.41  0.28
H  2.59  -4.57  -2.72  0.54
H  3.41  -2.98  -2.83  0.31
H  1.78  -3.20  -3.54  0.12
C  -2.09  -3.64  -3.50  -0.63
N  -2.19  -2.98  -4.79  0.58
C  -1.36  -2.03  -5.26  -0.19
Se  0.08  -1.25  -4.42  -0.39
N  -1.80  -1.71  -6.50  0.05
C  -2.90  -2.48  -6.85  0.32
C  -3.69  -2.53  -7.99  -0.94
C  -4.73  -3.43  -7.98  -0.46
C  -4.99  -4.26  -6.88  -0.74
C  -4.20  -4.20  -5.74  -0.59
C  -3.16  -3.29  -5.75  0.86
H  -1.33  -3.12  -2.92  -0.30
H  -1.81  -4.68  -3.63  0.46
H  -3.05  -3.58  -2.99  0.35
H  -1.32  -1.04  -7.08  0.25
H  -3.49  -1.90  -8.85  0.43
H  -5.37  -3.51  -8.85  0.41
H  -5.81  -4.95  -6.92  0.41
H  -4.40  -4.84  -4.89  0.43

As for the spin multiplicity: 2. The value obtained for the HOMO energy (spin up / spin down) is -0.4403 / -0.4410 Eh. Its total charge is +2. As for the relative energy (zero: lowest compared OMol25 entry of this formula, charge and spin): 62.1 kJ/mol. The LUMO energy (spin up / spin down) is -5.61 / -5.61 eV. Its electronic energy is -7476.0715 a.u.



No. 2
Entry from the OMol25 dataset: C9H20NSi as an isolated structure (ωB97M-V with the def2-TZVPD basis set).

Last column: natural (NBO) charge in e.
Positions of all 31 atoms, in Å:
C  1.45  0.82  -0.02  -0.35
C  0.40  -0.08  0.29  0.30
C  1.32  2.23  0.69  -0.59
C  2.99  -1.27  0.06  -0.66
C  -1.92  1.30  -1.31  -1.16
C  -2.54  -1.90  -1.63  -1.12
C  -3.44  -0.39  1.10  -1.13
C  -0.40  -0.98  0.52  -0.47
C  2.48  -0.03  0.76  -0.05
N  3.68  0.70  1.20  -0.80
Si  -2.45  -0.33  -0.53  1.76
H  2.11  2.78  0.38  0.22
H  1.35  2.18  1.84  0.24
H  0.45  2.78  0.55  0.22
H  3.60  -1.90  0.66  0.23
H  3.55  -1.15  -0.88  0.22
H  2.25  -2.06  -0.37  0.22
H  -2.52  1.72  -2.07  0.28
H  -1.84  2.08  -0.70  0.25
H  -1.04  1.28  -1.92  0.27
H  -1.93  -2.68  -1.14  0.26
H  -3.54  -2.24  -1.70  0.26
H  -2.31  -1.68  -2.67  0.27
H  -3.81  -1.33  1.20  0.25
H  -2.81  0.00  1.88  0.27
H  -4.42  0.16  1.12  0.29
H  -0.67  -1.89  0.94  0.29
H  2.15  -0.43  1.77  0.22
H  1.82  0.82  -1.16  0.28
H  3.98  1.37  0.49  0.36
H  4.37  -0.04  1.20  0.37

As for the spin multiplicity: 1. The value obtained for the HOMO energy is -0.4613 Eh. Its total charge is +1. As for the relative energy (zero: lowest compared OMol25 entry of this formula, charge and spin): 411.4 kJ/mol. The LUMO energy is -3.95 eV. Its electronic energy is -698.7933 a.u.



No. 3
Entry from the OMol25 dataset: a 9-piece molecular cluster, C18H29Cl4N7 overall (ωB97M-V with the def2-TZVPD basis set).

Last column: natural (NBO) charge in e.
Positions of all 58 atoms, in Å:
C  14.41  -2.13  -35.80  -0.72
C  15.15  -2.91  -34.80  0.30
N  15.74  -3.53  -34.03  -0.36
H  13.91  -2.92  -36.36  0.26
H  15.08  -1.56  -36.45  0.26
H  13.73  -1.48  -35.25  0.27
C  7.41  -3.75  -31.25  -0.74
C  6.85  -4.12  -32.55  0.30
N  6.50  -4.38  -33.60  -0.35
H  6.74  -4.22  -30.54  0.26
H  7.45  -2.66  -31.25  0.26
H  8.39  -4.17  -31.04  0.27
C  6.33  -1.02  -33.77  -0.71
C  4.91  -1.47  -33.65  0.29
N  3.78  -1.78  -33.52  -0.35
H  6.77  -1.56  -34.61  0.25
H  6.81  -1.29  -32.84  0.25
H  6.42  0.06  -33.91  0.26
C  13.05  2.83  -29.89  -0.71
C  12.16  2.41  -30.99  0.30
N  11.48  2.06  -31.88  -0.37
H  14.04  2.72  -30.32  0.25
H  12.90  2.10  -29.11  0.26
H  12.77  3.86  -29.67  0.26
C  17.81  -1.07  -32.63  -0.73
C  16.42  -0.88  -32.25  0.33
N  15.28  -0.76  -32.03  -0.39
H  18.48  -0.68  -31.86  0.26
H  17.95  -0.60  -33.60  0.26
H  17.89  -2.15  -32.75  0.28
C  12.03  -1.09  -32.32  -0.71
C  10.54  -1.06  -32.16  0.35
N  9.41  -1.17  -32.05  -0.42
H  12.31  -0.17  -32.83  0.28
H  12.23  -1.97  -32.93  0.24
H  12.56  -1.21  -31.38  0.26
C  15.67  0.05  -29.21  -0.72
C  15.30  0.80  -27.95  0.28
N  15.00  1.39  -27.01  -0.34
H  14.73  -0.25  -29.67  0.26
H  16.27  -0.82  -28.94  0.25
H  16.21  0.60  -29.98  0.25
Cl  6.46  0.38  -29.23  -0.05
C  6.72  -1.33  -28.70  -0.38
C  8.27  -1.64  -28.56  -0.42
Cl  8.78  -3.26  -28.16  -0.04
H  6.10  -1.98  -29.32  0.23
H  6.22  -1.49  -27.75  0.22
H  8.80  -0.96  -27.89  0.23
H  8.74  -1.49  -29.53  0.23
Cl  9.67  -5.70  -34.37  -0.07
C  9.54  -3.87  -34.50  -0.38
C  10.77  -3.38  -35.19  -0.38
Cl  10.76  -1.64  -35.59  -0.08
H  9.57  -3.42  -33.50  0.22
H  8.55  -3.60  -34.87  0.25
H  10.87  -3.86  -36.16  0.22
H  11.73  -3.53  -34.69  0.22

As for the spin multiplicity: 1. The value obtained for the HOMO energy is -0.3991 Eh. As for the SMILES: ClCCCl.ClCCCl.CC#N.CC#N.CC#N.CC#N.CC#N.CC#N.CC#N. As for the relative energy (zero: lowest compared OMol25 entry of this formula, charge and spin): 0.0 kJ/mol. The LUMO energy is 0.00 eV. Its electronic energy is -2927.2408 a.u.



No. 4
Entry from the OMol25 dataset: a 2-piece molecular cluster, C5H6F3N2P overall (ωB97M-V with the def2-TZVPD basis set).

Last column: natural (NBO) charge in e.
Positions of all 17 atoms, in Å:
C  -0.08  -0.27  -0.97  -0.12
C  -1.25  0.24  -0.81  -0.07
C  -0.77  -0.95  0.95  0.17
C  -2.93  0.27  1.06  -0.41
C  3.70  0.40  -0.65  0.67
N  0.31  -0.87  0.20  -0.47
N  -1.75  -0.15  0.41  -0.36
F  4.69  0.40  -1.56  -0.35
F  4.11  1.24  0.29  -0.33
F  2.69  1.01  -1.30  -0.34
P  3.45  -1.38  0.11  0.33
H  0.70  -0.06  -1.61  0.22
H  -1.92  0.80  -1.55  0.22
H  -3.19  -0.41  1.90  0.22
H  -3.12  1.25  1.50  0.22
H  -3.73  0.11  0.30  0.20
H  -0.90  -1.64  1.74  0.20

As for the spin multiplicity: 3. The value obtained for the HOMO energy (spin up / spin down) is -0.3208 / -0.3366 Eh. The LUMO energy (spin up / spin down) is 0.77 / -1.17 eV. Its electronic energy is -944.4688 a.u.



No. 5
Entry from the OMol25 dataset: an isolated ion of composition CH6NOSi and charge -1 (ωB97M-V with the def2-TZVPD basis set).

Last column: natural (NBO) charge in e.
Positions of all 10 atoms, in Å:
C  -1.36  -0.56  0.24  -1.13
N  2.06  0.68  0.14  -0.78
O  1.25  -0.41  0.83  -0.81
Si  0.26  0.45  -0.18  1.44
H  -0.87  -1.45  0.69  0.21
H  -1.94  0.03  0.97  0.19
H  -1.97  -0.75  -0.63  0.19
H  2.80  0.15  -0.52  0.29
H  0.24  0.07  -1.54  -0.30
H  -0.48  1.80  0.00  -0.29

As for the spin multiplicity: 1. The value obtained for the HOMO energy is -0.1079 Eh. Its total charge is -1. As for the relative energy (zero: lowest compared OMol25 entry of this formula, charge and spin): 216.1 kJ/mol. The LUMO energy is 4.73 eV. Its electronic energy is -461.1368 a.u.



No. 6
Entry from the OMol25 dataset: one molecule with the formula C17H21FN2O2 (ωB97M-V with the def2-TZVPD basis set).

Last column: natural (NBO) charge in e.
Positions of all 43 atoms, in Å:
C  1.38  -3.52  -0.31  -0.63
C  0.05  -4.23  -0.79  -0.20
C  0.30  -5.47  -1.76  -0.61
C  -1.04  -3.26  -1.41  -0.23
C  -2.10  -2.82  -0.29  -0.61
C  -0.46  -2.03  -2.23  -0.10
O  -0.90  -0.81  -1.59  -0.53
C  0.21  0.10  -1.38  0.00
C  0.59  0.63  -2.80  0.24
N  1.18  1.01  -3.71  -0.29
C  -0.32  1.21  -0.39  0.28
F  -1.69  1.45  -0.64  -0.32
C  -0.25  0.55  1.04  0.24
N  -0.13  0.22  2.14  -0.29
C  0.53  2.55  -0.37  -0.11
O  1.26  2.63  0.87  -0.52
C  0.80  3.65  1.70  0.27
C  1.52  4.95  1.81  -0.26
C  1.08  6.03  2.72  -0.21
C  -0.12  5.87  3.56  -0.23
C  -0.87  4.61  3.45  -0.20
C  -0.43  3.52  2.54  -0.27
H  2.02  -4.29  0.21  0.23
H  1.95  -3.23  -1.25  0.19
H  1.22  -2.58  0.28  0.21
H  -0.42  -4.68  0.14  0.20
H  1.12  -6.12  -1.34  0.21
H  -0.68  -6.03  -1.80  0.21
H  0.54  -5.07  -2.79  0.20
H  -1.65  -3.89  -2.13  0.21
H  -1.66  -2.12  0.47  0.22
H  -3.01  -2.39  -0.80  0.22
H  -2.45  -3.76  0.24  0.21
H  -0.98  -2.04  -3.24  0.20
H  0.64  -2.07  -2.45  0.19
H  1.02  -0.49  -0.88  0.25
H  -0.23  3.40  -0.38  0.23
H  1.23  2.67  -1.23  0.23
H  2.44  5.09  1.18  0.23
H  1.67  6.98  2.77  0.23
H  -0.42  6.68  4.26  0.23
H  -1.79  4.48  4.08  0.23
H  -1.08  2.61  2.53  0.24

As for the spin multiplicity: 1. The value obtained for the HOMO energy is -0.3382 Eh. As for the SMILES: CC(C)[C@@H](C)CO[C@@H](C#N)[C@@](F)(C#N)COc1ccccc1. As for the relative energy (zero: lowest compared OMol25 entry of this formula, charge and spin): 544.2 kJ/mol. The LUMO energy is 0.62 eV. Its electronic energy is -1020.0692 a.u.



Here are the calculated strongest force on any atom numbers, same order: 0.73, 4.51, 3.47, 6.32, 3.10, 4.08 (eV/A).